[1]
Here is a cluster of 2 separate species, C4H12NO3 in total from the Open Molecules 2025 dataset. Energies are from ωB97M-V/def2-TZVPD.

Lowest unoccupied orbital energy, eV: 3.64
Gap between HOMO and LUMO, eV: 7.12
Charge: -1

```
20
Properties=species:S:1:pos:R:3:forces:R:3
C -0.454305 0.655353 -0.241012 1.60 0.07 -0.40
C -1.721291 0.399355 -1.097702 -0.30 -0.36 1.24
C -2.822251 -0.267127 -0.238346 1.46 -1.67 -0.06
O -2.303214 -1.548036 0.196833 0.68 0.43 0.94
N 0.378657 -0.547009 0.162183 -1.96 0.84 -0.78
C 1.232743 -0.336761 1.376825 1.28 -0.45 -0.37
O 2.374949 0.369527 1.233152 -0.83 0.23 -0.55
H -0.556324 1.198715 0.697670 -0.56 0.39 -0.17
H 0.164462 1.239549 -0.952133 -0.11 0.30 0.67
H -1.282335 -0.229386 -1.869691 -0.80 -0.31 -0.43
H -2.119877 1.327336 -1.531512 0.40 -0.04 0.05
H -3.761132 -0.641228 -0.665564 0.05 1.03 -0.53
H -3.021489 0.424582 0.596044 -0.14 -0.25 0.01
H -1.346275 -1.450606 0.497980 -0.96 0.16 -0.70
H 0.945120 -0.722402 -0.661591 0.39 -0.38 0.34
H 1.494274 -1.392917 1.634122 -0.44 0.17 0.44
H 0.541626 0.108777 2.119967 -0.18 -0.28 0.15
H 2.530247 0.729022 -0.306127 0.92 0.12 0.29
H 2.151521 1.685086 -1.429031 -0.07 0.37 -0.28
O 2.839078 1.050739 -1.234177 -0.42 -0.35 0.14
```
Positions in Å, forces in eV/Å.

=====

[2]
Here is a cluster of 2 separate species, C4H12NO3 in total from the Open Molecules 2025 dataset. Energies are from ωB97M-V/def2-TZVPD.

Lowest unoccupied orbital energy (alpha / beta), eV: -8.23 / -13.94
2S+1: 2
Gap between HOMO and LUMO (alpha / beta), eV: 10.41 / 4.69
Charge: +2
Expectation value of S²: 0.7558

```
20
Properties=species:S:1:pos:R:3:forces:R:3
C 0.024040 1.559813 0.761630 -0.88 -0.47 -0.10
C -1.201338 0.613124 0.726975 1.08 -0.85 -0.24
C -1.221115 -0.533970 -0.295090 0.19 -0.27 1.29
C -0.211825 -1.702846 -0.199065 -0.83 -0.74 -1.77
O -0.534293 -2.693956 -0.976983 0.22 0.15 0.76
O 0.774838 -1.702776 0.516279 0.24 0.47 0.62
N 1.136743 1.128261 1.698740 -0.74 -0.14 -0.15
H 0.450077 1.694004 -0.228546 0.10 0.30 0.02
H -0.369426 2.457811 1.196361 0.21 0.81 -0.15
H -2.084538 1.174394 0.455017 -0.15 0.49 0.10
H -1.370321 0.215393 1.729539 -0.21 -0.02 0.01
H -1.227850 -0.282590 -1.347306 0.35 0.32 -0.38
H -2.096169 -1.166572 -0.098442 -0.31 0.12 0.01
H -0.020286 -3.507236 -0.780556 0.05 -0.02 -0.33
H 0.795107 1.074171 2.661362 -0.01 -0.10 0.09
H 1.486092 0.207521 1.428920 0.47 0.19 0.21
H 1.882873 1.827253 1.705968 0.25 -0.12 -0.19
H 1.896216 -0.377467 -2.585352 0.09 0.13 -0.33
H 0.829214 -0.070619 -3.648010 0.12 0.11 0.11
O 1.061961 0.086287 -2.721441 -0.23 -0.35 0.43
```
Positions in Å, forces in eV/Å.

=====

[3]
Here is a cluster of 2 separate species, C4H12NOS in total from the Open Molecules 2025 dataset. Energies are from ωB97M-V/def2-TZVPD.

Lowest unoccupied orbital energy, eV: 3.65
Gap between HOMO and LUMO, eV: 6.15
Charge: -1

```
19
Properties=species:S:1:pos:R:3:forces:R:3
C -1.101062 1.228013 -0.461441 -0.56 -0.57 -0.09
C -0.830864 2.095947 -1.702332 -0.57 0.48 0.04
S 0.847858 2.112125 -2.375129 0.16 0.08 0.13
C -0.441228 -0.153903 -0.525599 0.23 -0.12 0.51
N 0.247293 -0.544388 0.731837 0.51 -0.32 -0.29
C 1.717663 -0.725440 0.602379 -0.85 0.89 0.23
H -0.831899 1.729884 0.474545 0.43 0.12 -0.19
H -2.192012 1.097512 -0.373575 0.05 0.04 -0.03
H -1.173496 3.106473 -1.434582 0.25 0.02 -0.01
H -1.552405 1.809686 -2.478755 0.13 -0.27 -0.04
H -1.143223 -0.956279 -0.762679 -0.33 0.16 -0.08
H 0.285448 -0.120874 -1.338578 0.09 0.06 0.02
H 0.039842 0.125333 1.456567 0.06 0.10 -0.07
H 1.991677 -0.554723 -0.430964 0.24 -0.15 -0.19
H 1.995897 -1.706472 0.943433 0.36 -0.55 0.00
H 2.279627 0.004207 1.195123 -0.08 -0.02 0.00
H -0.422827 -2.580535 2.791942 -0.16 0.41 -0.01
H 0.223952 -2.754242 1.421858 -0.30 0.25 0.47
O 0.059763 -3.212323 2.265943 0.35 -0.59 -0.41
```
Positions in Å, forces in eV/Å.

=====

[4]
Here is a cluster of 2 separate species, C4H12NOS in total from the Open Molecules 2025 dataset. Energies are from ωB97M-V/def2-TZVPD.

Lowest unoccupied orbital energy (alpha / beta), eV: 0.75 / -1.92
2S+1: 2
Gap between HOMO and LUMO (alpha / beta), eV: 9.44 / 6.77
Expectation value of S²: 0.7550

```
19
Properties=species:S:1:pos:R:3:forces:R:3
N -0.563243 -1.792789 1.706363 0.09 0.33 -0.56
C 0.453668 -2.053947 0.675453 -0.98 0.11 0.95
O 1.202972 -0.981145 0.393427 0.29 -0.99 0.24
H -0.968376 -2.622355 2.112079 0.09 -0.09 0.06
H -0.192804 -1.175382 2.415218 0.02 -0.12 0.15
H 1.097689 -2.877379 1.045331 0.50 0.13 -0.41
H -0.060973 -2.433352 -0.219058 0.14 -0.10 -0.15
C 1.481070 1.636056 -0.553083 -0.24 0.09 -0.37
C -0.031959 1.869048 -0.733257 0.51 -0.16 -0.21
C -0.793870 0.546538 -0.739229 -0.13 0.24 0.35
S -2.577490 0.782600 -1.023466 -0.08 0.09 -0.12
H 2.044719 2.568799 -0.584919 -0.12 0.09 0.00
H 1.868568 0.994122 -1.348876 -0.01 0.01 0.07
H 1.678164 1.136743 0.387714 0.08 0.14 0.07
H -0.358114 2.514846 0.085269 -0.32 -0.02 -0.17
H -0.210353 2.366506 -1.691104 -0.02 0.22 0.15
H -0.726296 0.097558 0.248598 0.10 -0.13 -0.13
H -0.393204 -0.117829 -1.507022 0.03 0.04 0.11
H -2.950168 -0.458638 -0.669440 0.05 0.11 -0.01
```
Positions in Å, forces in eV/Å.

=====

Quick rundown of molecular weight, same order as above: 122.14; 122.14; 122.21; 122.21 g mol⁻¹
Quick rundown of F_max, same order as above: 2.27; 2.09; 1.25; 1.37 eV Å⁻¹
Quick rundown of relative energy (zero: lowest compared OMol25 entry of this formula, charge and spin), same order as above: 92.4; 0.0; 87.9; 128.3 kJ/mol